# C20H41N2P

A cluster of 3 separate species, C20H41N2P in total in a non-equilibrium geometry (ωB97M-V/def2-TZVPD, the OMol25 dataset).

Structure (ORCA input):
```
! RIJCOSX wB97M-V def2-TZVPD def2/J DEFGRID3
* xyz 0 1
C -3.023 -0.541 -0.190
C -1.477 -0.965 0.053
C -1.265 -2.200 0.986
C 0.174 -2.678 1.275
C 1.369 -1.901 0.659
C 1.191 -0.659 -0.250
C 2.481 0.102 -0.797
P 3.391 -0.776 -2.207
C -0.260 -0.163 -0.580
H -3.646 -1.453 -0.530
H -3.460 -0.197 0.822
H -3.111 0.318 -0.942
H -2.165 -2.734 1.453
H 0.349 -3.566 1.967
H 2.420 -2.264 0.890
H 3.215 0.174 0.089
H 2.153 1.132 -1.181
H 2.887 -2.093 -2.444
H 3.373 0.040 -3.383
H -0.462 0.747 -1.255
C -5.083 2.692 -7.290
C -3.937 2.062 -6.506
N -3.587 2.793 -5.293
C -2.321 2.365 -4.705
C -2.234 0.934 -4.175
C -4.671 3.021 -4.342
C -5.406 1.797 -3.795
H -4.877 3.739 -7.521
H -5.219 2.161 -8.237
H -6.030 2.633 -6.747
H -3.066 2.048 -7.171
H -4.186 1.014 -6.293
H -2.043 3.055 -3.900
H -1.538 2.492 -5.462
H -2.770 0.814 -3.234
H -1.189 0.675 -3.978
H -2.614 0.206 -4.896
H -5.410 3.674 -4.817
H -4.296 3.611 -3.498
H -5.657 1.075 -4.575
H -6.346 2.112 -3.332
H -4.828 1.288 -3.023
C 4.457 -1.051 7.786
C 4.578 -0.607 6.333
N 4.423 -1.695 5.373
C 4.823 -1.332 4.017
C 4.015 -0.247 3.307
C 3.191 -2.471 5.472
C 1.865 -1.720 5.345
H 5.152 -1.863 8.012
H 4.692 -0.214 8.449
H 3.443 -1.381 8.028
H 5.579 -0.176 6.214
H 3.864 0.205 6.148
H 4.833 -2.230 3.389
H 5.870 -1.005 4.050
H 3.043 -0.616 2.979
H 4.550 0.081 2.410
H 3.863 0.636 3.933
H 3.191 -2.992 6.435
H 3.209 -3.279 4.732
H 1.846 -0.798 5.931
H 1.050 -2.352 5.710
H 1.635 -1.477 4.306
*
```

Values from the calculation:
LUMO energy	0.57	eV
structure (SMILES)	Cc1cccc(CP)c1.CCN(CC)CC.CCN(CC)CC
Kohn-Sham gap	8.660	eV
E_tot	-1237.2832	a.u.
maximum force	4.39	eV Å⁻¹
molar mass	340.5	g/mol